[1]
Computed, not measured: a 2-piece molecular cluster, C2H4OS3 overall at a distorted geometry, with the ωB97M-V functional and the def2-TZVPD basis.

The total energy comes out at -1348.28786 hartree. The value obtained for the largest force on an atom is 0.0768 Eh/bohr. The value obtained for the HOMO energy is -0.309 hartree. For the LUMO energy, the calculation gives -0.09 eV. The HOMO-LUMO gap comes out at 8.3135 eV. For the energy above the lowest of the compared OMol25 structures with the same formula, charge and spin, the calculation gives 3.279 eV.

Last column: Mulliken charge in e.
CARTESIAN COORDINATES (ANGSTROEM)
C1 -1.500985 -1.927924 0.111683  0.276
C2 -1.869379 -1.953473 -1.122409  -0.468
O1 1.171564 0.623678 0.908161  -0.398
S1 -1.252487 -1.975788 1.622702  -0.323
S2 2.532805 2.839770 -0.415122  -0.211
S3 1.569133 1.917705 1.320461  0.269
H1 -2.686203 -2.632199 -1.425827  0.221
H2 3.168317 1.725743 -0.278495  0.166
H3 -1.516901 -1.348162 -1.902794  0.292
H4 0.384137 2.730651 1.181640  0.176

Cartesian forces (eV/Å) of the 6 atoms listed first:
C -0.41 -0.09 -0.08
C -1.30 -1.06 -0.70
O -0.82 -3.27 -0.78
S 0.47 0.05 1.04
S -1.19 0.84 0.67
S -0.42 3.91 0.37


[2]
Computed, not measured: C2H4OSe as an isolated structure at a distorted geometry, with the ωB97M-V functional and the def2-TZVPD basis.

The total energy comes out at -2555.09197 hartree. The value obtained for the largest force on an atom is 0.0564 Eh/bohr. The value obtained for the HOMO energy (spin up / spin down) is -0.272 / -0.271 hartree. For the LUMO energy (spin up / spin down), the calculation gives 0.20 / -0.10 eV. The HOMO-LUMO gap (spin up / spin down) comes out at 7.6072 / 7.2799 eV. For the energy above the lowest of the compared OMol25 structures with the same formula, charge and spin, the calculation gives 3.894 eV.

Last column: Mulliken charge in e.
CARTESIAN COORDINATES (ANGSTROEM)
C1 -1.967105 -0.150217 0.439754  0.011
C2 1.896148 -0.035914 -0.018529  -0.709
O1 -2.236799 0.979967 0.784703  -0.365
Se1 0.268839 -0.440797 -0.534004  0.119
H1 -2.695755 -0.981149 0.183892  0.266
H2 2.388754 -0.901458 0.426814  0.227
H3 2.340567 0.846447 0.321963  0.336
H4 0.005350 0.683118 -1.604590  0.117

Cartesian forces (eV/Å) of the 6 atoms listed first:
C 0.29 2.89 0.03
C 1.25 -1.42 0.47
O 0.00 -2.82 -0.53
Se -1.40 0.30 -1.76
H 0.13 0.44 0.35
H -0.26 0.00 -0.14